Entry 1:
{"formula": "C10H12O3PdS", "method": "ωB97M-V/def2-TZVPD", "species": ["C", "C", "C", "C", "C", "C", "S", "C", "C", "C", "O", "O", "C", "O", "H", "H", "H", "H", "H", "H", "H", "H", "H", "H", "H", "H", "Pd"], "coordinates": [[2.0658, -1.9764, 1.2483], [0.6861, -1.9642, 1.3744], [-0.1752, -1.8324, 0.1259], [-1.2309, -0.7385, 0.2291], [-1.5402, 0.0897, -0.7801], [-0.9750, 0.1593, -2.1903], [0.5645, 1.1292, -2.3467], [0.6470, 2.3879, -1.0344], [1.0564, 1.8099, 0.3764], [-2.6785, 1.0178, -0.2791], [-3.0021, 2.0399, -0.6789], [-3.2443, 0.2872, 0.7695], [-2.1665, -0.3514, 1.3861], [-2.0943, -0.5273, 2.5269], [2.6786, -2.9084, 1.4260], [2.6533, -1.0329, 0.9962], [0.2138, -2.0848, 2.3738], [0.5002, -1.5739, -0.7214], [-0.5853, -2.8419, -0.1310], [-0.7249, -0.8833, -2.4852], [-1.7896, 0.4823, -2.8685], [1.4610, 3.0790, -1.3378], [-0.2616, 3.0211, -0.9708], [0.3854, 2.2577, 1.1318], [2.1010, 2.0768, 0.6307], [1.0170, 0.7017, 0.3756], [4.4385, -1.8240, 0.8535]], "forces_ev_per_a": [[1.21, -0.09, 0.10], [-0.06, -0.13, -0.59], [0.59, 0.87, -0.10], [-0.28, 0.24, 0.07], [0.47, 0.41, -0.59], [-0.96, -0.34, 0.94], [0.10, 0.01, 0.18], [0.29, 0.30, 0.68], [0.08, 0.18, -0.26], [1.14, -4.34, 0.49], [-1.01, 2.81, -1.06], [0.68, 1.31, 0.74], [-0.68, -0.48, -3.05], [0.59, -0.72, 2.30], [-0.37, 0.39, 0.50], [-0.41, -0.15, -0.38], [0.09, -0.28, -0.46], [-0.35, -0.22, 0.45], [0.07, 0.45, 0.56], [0.06, 0.70, -0.08], [0.67, 0.20, 0.16], [-0.52, -0.54, -0.29], [0.29, -0.66, -0.17], [0.37, -0.52, -0.17], [-0.59, 0.04, -0.22], [-0.25, 0.65, 0.14], [-1.22, -0.08, 0.12]], "charge": 2, "e_tot_ha": -1139.06933, "multiplicity": 1, "e_homo_ev": -15.7969}

---

Entry 2:
{"formula": "C9H14", "method": "ωB97M-V/def2-TZVPD", "species": ["C", "C", "H", "H", "H", "H", "H", "H", "C", "C", "C", "C", "C", "C", "C", "H", "H", "H", "H", "H", "H", "H", "H"], "coordinates": [[2.9870, 1.4500, 0.2358], [1.9060, 2.4041, 0.7290], [3.9560, 1.9482, 0.1220], [3.0699, 0.5610, 0.8552], [2.7288, 1.1089, -0.7600], [2.3206, 3.1696, 1.3990], [1.3991, 2.9573, -0.0591], [1.1277, 1.9015, 1.3104], [-2.5657, 0.1376, 1.1448], [-2.1611, -0.9082, -1.1015], [-1.6978, -0.6549, 0.1897], [-1.3524, -1.7344, -1.9805], [-0.4512, -1.0976, 0.6303], [-0.1364, -2.1881, -1.5441], [0.3913, -1.8172, -0.2878], [-3.1272, -0.5620, -1.4400], [-1.7487, -2.0386, -2.9490], [-3.4783, -0.4325, 1.3629], [-2.9237, 1.0634, 0.6871], [-0.2620, -0.9487, 1.6810], [0.5544, -2.7573, -2.1582], [1.4429, -1.9692, -0.0883], [-1.9795, 0.4071, 2.0212]], "forces_ev_per_a": [[-0.16, 0.23, -0.55], [-0.07, 0.47, 0.82], [-0.04, -0.10, 0.27], [0.15, 0.06, 0.13], [-0.11, -0.30, -0.16], [0.03, -0.12, -0.03], [0.07, -0.13, -0.24], [0.07, -0.15, -0.26], [-0.09, -0.24, -0.53], [0.32, -0.25, -0.52], [0.30, 0.21, 0.35], [-0.52, -0.29, 0.05], [-1.06, 0.25, -0.59], [0.77, 0.56, 0.42], [0.00, -0.06, 0.11], [-0.14, 0.14, 0.07], [0.10, 0.05, 0.08], [0.17, 0.05, 0.43], [0.13, 0.11, -0.14], [0.54, 0.01, 0.24], [-0.29, -0.13, -0.40], [0.09, -0.23, 0.15], [-0.27, -0.13, 0.31]], "charge": -1, "de_lowest_ev": 0.246, "e_tot_ha": -351.27029, "s2": 0.76, "multiplicity": 2, "e_homo_ev": [0.8910, -3.2352]}

---

Entry 3:
{"formula": "C4H7NO2", "method": "ωB97M-V/def2-TZVPD", "species": ["O", "C", "C", "C", "C", "N", "O", "H", "H", "H", "H", "H", "H", "H"], "coordinates": [[-1.3708, 0.9685, 1.6868], [-0.7723, 0.4766, 0.5192], [-1.2571, -0.8670, 0.0097], [-0.0588, -1.3332, -0.8260], [1.0221, -0.5729, -0.8903], [1.7456, 0.4191, -1.0814], [2.6598, 0.7614, -0.0867], [-0.8132, 1.7306, 1.8967], [0.2903, 0.2936, 0.7522], [-0.8092, 1.1792, -0.3292], [-1.4874, -1.5117, 0.8715], [-2.1768, -0.8256, -0.5974], [-0.0917, -2.2273, -1.4267], [3.1194, 1.5088, -0.4985]], "forces_ev_per_a": [[-0.37, 0.43, 0.06], [0.58, -0.09, -0.25], [0.25, 0.15, 0.04], [0.21, -0.03, -0.17], [-0.18, 0.34, -0.39], [-0.62, -0.45, -0.30], [0.42, -0.22, -0.10], [-0.46, -0.12, 0.35], [-0.46, 0.46, 0.19], [-0.05, 0.12, 0.35], [0.34, -0.13, -0.34], [0.38, 0.14, 0.13], [0.03, -0.37, 0.23], [-0.08, -0.24, 0.19]], "smiles": "OCCC=C=NO", "de_lowest_ev": 4.656, "e_tot_ha": -361.70974, "multiplicity": 1, "e_homo_ev": -9.1559}